w:
ORCA calculation (the ωB97M-V functional and the def2-TZVPD basis) on a cluster of 2 separate species, C5H13NO2 in total.

The geometry in XYZ format:
```
21
C5H13NO2 the ωB97M-V functional and the def2-TZVPD basis
C 0.297 -0.412 1.525
O 1.285 -1.420 1.261
C 0.746 0.968 1.078
C 0.762 1.131 -0.460
C -0.582 1.221 -1.155
C -2.651 0.321 -0.662
N -1.709 1.038 -0.264
H -0.621 -0.812 1.097
H 0.076 -0.417 2.603
H 2.050 -1.176 1.798
H 0.046 1.683 1.478
H 1.804 1.026 1.310
H 1.440 1.967 -0.627
H 1.270 0.240 -0.811
H -0.755 2.210 -1.601
H -0.664 0.540 -2.006
H -3.541 0.169 -0.064
H -2.639 -0.209 -1.625
H 1.365 -3.435 -0.918
H 0.940 -2.009 -0.611
O 1.081 -2.623 -1.344
```

Calculated values
SMILES   C=NCCCCO.O
Gap between HOMO and LUMO   10.6 eV

x:
ORCA calculation (the ωB97M-V functional and the def2-TZVPD basis) on a structure of composition C5H13NO2.

The geometry in XYZ format:
```
21
C5H13NO2 the ωB97M-V functional and the def2-TZVPD basis
C -0.309 -1.270 -1.530
C 0.358 -0.493 -0.386
C -0.218 0.876 0.061
C -1.282 0.790 1.036
C -2.544 0.204 0.492
O -2.798 0.069 -0.731
N 1.667 -0.164 -0.827
H -0.028 -0.987 -2.579
H -1.424 -1.218 -1.660
H -0.047 -2.313 -1.348
H 0.449 -1.142 0.455
H 0.932 1.468 0.287
H -0.304 1.553 -0.823
H -1.721 -0.495 0.949
H -0.985 1.087 2.084
H -3.404 0.314 1.153
H 2.318 -0.960 -0.979
H 1.481 2.079 0.531
H 3.227 0.122 2.215
H 2.106 0.397 -0.019
O 2.529 0.085 1.618
```

Calculated values
Gap between HOMO and LUMO   5.7 eV

y:
ORCA calculation (the ωB97M-V functional and the def2-TZVPD basis) on a cluster of 2 separate species, C5H13NO2 in total.

The geometry in XYZ format:
```
21
C5H13NO2 the ωB97M-V functional and the def2-TZVPD basis
C -0.277 0.425 0.655
C -0.062 1.415 -0.486
C 0.460 0.678 -1.728
C -1.331 2.190 -0.847
C 0.967 -0.283 1.122
N 0.943 -0.453 2.528
O 1.810 -0.928 0.540
H -0.775 0.821 1.555
H -0.920 -0.394 0.288
H 0.782 2.017 -0.138
H -0.285 0.025 -2.181
H 0.800 1.422 -2.462
H 1.298 0.023 -1.474
H -1.832 1.639 -1.660
H -1.055 3.211 -1.121
H -2.083 2.337 -0.078
H 1.675 -1.014 2.933
H 0.698 0.307 3.142
H -1.215 -2.477 -1.880
H -1.596 -3.483 -0.882
O -1.912 -2.646 -1.206
```

Calculated values
SMILES   CC(C)CC(N)=O.O
Gap between HOMO and LUMO   10.5 eV

It is y that is the most stable of them.

w:
ORCA calculation (the ωB97M-V functional and the def2-TZVPD basis) on a cluster of 2 separate species, C5H13NO2 in total.

The geometry in XYZ format:
```
21
C5H13NO2 the ωB97M-V functional and the def2-TZVPD basis
C 1.274 -1.359 -1.570
N 0.133 -1.048 -0.733
C -0.519 1.485 2.090
C -0.628 0.751 0.752
C 0.442 -0.295 0.491
C 0.360 -1.333 1.636
O 1.150 -1.319 2.547
H 0.903 -1.894 -2.453
H 1.877 -2.106 -1.056
H 1.873 -0.539 -1.982
H -0.587 -0.558 -1.245
H -1.378 2.118 2.223
H 0.404 2.045 2.174
H -0.562 0.801 2.926
H -0.699 1.520 -0.030
H -1.614 0.269 0.693
H 1.470 0.064 0.569
H -0.377 -2.150 1.525
H -0.996 0.541 -3.263
H -1.559 1.525 -2.266
O -0.965 1.484 -3.027
```

Calculated values
SMILES   CC[C@@H](C=O)NC.O
Gap between HOMO and LUMO   9.8 eV

x:
ORCA calculation (the ωB97M-V functional and the def2-TZVPD basis) on a cluster of 2 separate species, C5H13NO2 in total.

The geometry in XYZ format:
```
21
C5H13NO2 the ωB97M-V functional and the def2-TZVPD basis
N 1.052 0.272 0.788
C 0.229 -0.321 1.857
C -0.765 -1.251 1.215
C -0.065 -1.719 -0.081
C 0.822 -0.517 -0.457
C 0.167 0.416 -1.477
O 0.437 0.104 -2.844
H 2.030 0.193 1.025
H -0.172 0.467 2.487
H 0.809 -0.951 2.524
H -1.686 -0.790 0.893
H -1.077 -2.047 1.879
H 0.606 -2.520 0.197
H -0.706 -1.976 -0.903
H 1.753 -0.876 -0.880
H -0.915 0.496 -1.338
H 0.628 1.397 -1.342
H 0.203 -0.799 -3.062
H -0.863 2.312 1.569
H -1.185 2.368 0.087
O -1.596 2.396 0.957
```

Calculated values
SMILES   OC[C@@H]1CCCN1.O
Gap between HOMO and LUMO   10.0 eV

It is x that is the most stable of them.

w:
ORCA calculation (the ωB97M-V functional and the def2-TZVPD basis) on a cluster of 3 separate species, C5H13NO2 in total.

The geometry in XYZ format:
```
21
C5H13NO2 the ωB97M-V functional and the def2-TZVPD basis
N 1.088 1.489 -0.601
C 1.313 0.532 0.451
C 0.386 0.506 1.586
C -0.829 -0.059 1.295
C -2.027 -0.370 1.895
C -3.236 -0.745 1.069
H 1.323 2.449 -0.260
H 1.677 -0.424 0.073
H 2.331 0.697 0.825
H 0.935 0.447 2.520
H -0.932 -0.049 0.181
H -2.023 -0.401 2.982
H -2.980 -0.571 0.011
H -4.071 -0.091 1.225
H -3.471 -1.810 1.341
H 2.423 0.748 -3.886
H 1.477 1.295 -1.530
O 2.163 0.645 -3.007
H 1.411 -0.655 -2.510
H 1.837 -1.997 -1.517
O 1.206 -1.635 -2.143
```

Calculated values
Gap between HOMO and LUMO   3.4 eV

x:
ORCA calculation (the ωB97M-V functional and the def2-TZVPD basis) on a cluster of 2 separate species, C5H13NO2 in total.

The geometry in XYZ format:
```
21
C5H13NO2 the ωB97M-V functional and the def2-TZVPD basis
O -1.131 1.241 2.069
C -0.191 1.058 1.331
C -0.256 0.446 -0.045
C 0.487 -0.922 -0.051
C 0.769 -1.383 -1.470
C 1.772 -0.997 0.802
N 0.307 1.453 -0.928
H 0.819 1.308 1.681
H -1.287 0.245 -0.319
H -0.199 -1.567 0.500
H 1.484 -0.679 -1.910
H 1.127 -2.413 -1.511
H -0.107 -1.356 -2.117
H 2.537 -0.306 0.439
H 2.114 -2.036 0.742
H 1.533 -0.830 1.853
H -0.335 2.208 -1.108
H 1.061 1.139 -1.502
H -3.256 1.367 1.231
H -3.647 0.559 -0.016
O -3.603 1.463 0.331
```

Calculated values
SMILES   CC(C)[C@H](N)C=O.O
Gap between HOMO and LUMO   9.9 eV

y:
ORCA calculation (the ωB97M-V functional and the def2-TZVPD basis) on a cluster of 2 separate species, C5H13NO2 in total.

The geometry in XYZ format:
```
21
C5H13NO2 the ωB97M-V functional and the def2-TZVPD basis
C -0.828 -0.604 1.373
O -1.167 -1.585 0.411
C -0.740 0.871 0.875
C 0.146 0.774 -0.425
C 0.670 2.128 -0.846
C 1.723 2.807 -0.423
N -0.187 1.725 1.885
H 0.104 -0.953 1.807
H -1.524 -0.597 2.232
H -2.063 -1.417 0.163
H -1.774 1.091 0.594
H 1.003 0.121 -0.238
H -0.510 0.362 -1.183
H -0.160 2.683 -1.299
H 1.837 3.837 -0.724
H 2.454 2.260 0.164
H -0.429 1.371 2.802
H 0.807 1.811 1.831
H 1.216 -5.046 -2.566
H -0.269 -4.807 -2.090
O 0.448 -4.464 -2.609
```

Calculated values
SMILES   C=CC[C@H](N)CO.O
Gap between HOMO and LUMO   9.9 eV

It is x that is the most stable of them.

w:
ORCA calculation (the ωB97M-V functional and the def2-TZVPD basis) on a cluster of 2 separate species, C5H13NO2 in total.

The geometry in XYZ format:
```
21
C5H13NO2 the ωB97M-V functional and the def2-TZVPD basis
C -0.211 0.518 0.377
C 0.682 -0.414 2.886
C 1.478 -0.684 -1.460
C -0.856 -0.435 -2.203
C -1.385 1.459 0.302
N 0.148 -0.183 -1.191
O -0.356 -0.815 0.303
O -0.469 0.024 2.249
H 0.763 0.965 0.583
H 1.035 0.334 3.618
H 0.525 -1.358 3.429
H 1.534 -0.588 2.196
H 2.100 -0.541 -0.577
H -1.828 -0.101 -1.848
H 1.914 -0.127 -2.296
H 1.459 -1.748 -1.712
H -0.601 0.123 -3.110
H -0.913 -1.500 -2.446
H -2.314 0.893 0.336
H -1.343 2.066 -0.605
H -1.360 2.113 1.170
```

Calculated values
Gap between HOMO and LUMO (alpha / beta)   8.3 / 8.3 eV

x:
ORCA calculation (the ωB97M-V functional and the def2-TZVPD basis) on a cluster of 3 separate species, C5H13NO2 in total.

The geometry in XYZ format:
```
21
C5H13NO2 the ωB97M-V functional and the def2-TZVPD basis
C -0.345 -0.368 -1.243
C -1.683 0.121 -0.817
C -2.269 0.124 0.464
C -3.259 0.843 1.065
N 0.204 -1.391 -0.419
C 1.675 -1.465 -0.616
O 2.364 -0.264 -0.538
H -0.558 -0.841 -2.263
H 0.319 0.521 -1.498
H -2.370 0.451 -1.694
H 2.070 0.516 0.493
H -1.633 -0.520 1.160
H -3.299 0.721 2.120
H -3.826 1.466 0.511
H 0.085 -1.044 0.490
H 1.870 -2.012 -1.583
H 1.946 -2.158 0.234
H 2.464 4.621 1.834
H 2.682 4.848 1.128
H 1.440 1.883 1.301
O 1.721 0.984 1.485
```

Calculated values
Gap between HOMO and LUMO   4.4 eV

It is w that is the most stable of them.

w:
ORCA calculation (the ωB97M-V functional and the def2-TZVPD basis) on a cluster of 2 separate species, C5H13NO2 in total.

The geometry in XYZ format:
```
21
C5H13NO2 the ωB97M-V functional and the def2-TZVPD basis
C -1.677 1.335 -1.568
C -1.019 0.645 -0.353
C -0.233 -0.594 -0.777
C 0.536 -1.185 0.379
N 1.859 -0.875 0.457
C 2.596 0.104 -0.339
O 0.018 -1.903 1.220
H -1.817 0.659 -2.409
H -1.064 2.168 -1.907
H -2.668 1.735 -1.332
H -0.327 1.349 0.101
H -1.779 0.378 0.381
H 0.474 -0.339 -1.567
H -0.906 -1.347 -1.186
H 2.294 -1.217 1.299
H 2.082 1.065 -0.354
H 2.823 -0.277 -1.327
H 3.530 0.304 0.184
H -0.897 -0.935 3.298
H -2.236 -0.791 2.651
O -1.589 -0.283 3.151
```

Calculated values
SMILES   CCCC(=O)NC.O
Gap between HOMO and LUMO   10.5 eV

x:
ORCA calculation (the ωB97M-V functional and the def2-TZVPD basis) on a cluster of 2 separate species, C5H13NO2 in total.

The geometry in XYZ format:
```
21
C5H13NO2 the ωB97M-V functional and the def2-TZVPD basis
C -1.113 -0.387 -1.932
N -0.447 0.538 -0.977
C 0.238 -0.356 0.091
C 1.622 -0.495 -0.062
C 2.577 0.588 0.233
O -2.723 -0.799 0.450
C -0.164 0.352 1.523
O -1.285 1.050 1.541
H -1.403 0.213 -2.804
H -2.112 -0.609 -1.543
H -0.540 -1.269 -2.215
H 0.393 0.725 -1.526
H -0.419 -1.214 0.195
H 1.983 -1.456 0.307
H 2.038 1.473 0.577
H 3.152 0.972 -0.617
H 3.283 0.336 1.019
H -3.674 -0.801 0.586
H -0.048 -0.396 2.320
H 0.646 1.054 1.756
H -2.005 0.480 1.079
```

Calculated values
Gap between HOMO and LUMO   4.2 eV

y:
ORCA calculation (the ωB97M-V functional and the def2-TZVPD basis) on a cluster of 3 separate species, C5H13NO2 in total.

The geometry in XYZ format:
```
21
C5H13NO2 the ωB97M-V functional and the def2-TZVPD basis
C -1.738 0.308 1.353
N -2.137 1.342 0.533
C 1.852 0.015 -0.254
C 1.151 -1.143 -0.257
C 0.541 -1.747 0.957
O 0.569 -1.004 2.066
C 2.000 0.844 -1.492
H -0.636 0.090 1.433
H -1.929 -0.723 0.977
H -2.105 0.323 2.379
H -1.918 2.269 0.873
H 2.038 0.398 0.747
H 0.801 -1.456 -1.241
H 0.930 -2.762 1.203
H -0.532 -1.982 0.685
H 1.062 1.395 -1.674
H 2.864 1.502 -1.398
H 1.982 0.099 -2.293
H -1.946 1.107 -0.493
H -1.721 0.342 -2.366
O -1.128 0.784 -1.739
```

Calculated values
Gap between HOMO and LUMO   4.6 eV

z:
ORCA calculation (the ωB97M-V functional and the def2-TZVPD basis) on the molecule C5H13NO2.

The geometry in XYZ format:
```
21
C5H13NO2 the ωB97M-V functional and the def2-TZVPD basis
C 0.932 -0.329 1.850
N 0.654 -1.011 0.600
C -0.357 -0.231 -0.223
C -0.877 -1.293 -1.290
O -2.276 -1.223 -1.410
C 0.267 0.949 -1.010
O -0.571 2.138 -0.738
C 2.072 0.678 1.980
H 1.108 -1.128 2.592
H 0.009 0.158 2.133
H 1.499 -1.143 0.039
H -1.148 0.086 0.438
H -0.696 -2.215 -0.687
H -0.494 -1.078 -2.292
H -2.732 -1.094 -0.572
H 1.258 1.138 -0.573
H 0.177 1.021 -2.089
H -0.336 2.443 0.147
H 1.751 1.696 1.750
H 2.912 0.435 1.320
H 2.454 0.688 3.010
```

Calculated values
SMILES   CCNC(CO)CO
Gap between HOMO and LUMO   9.9 eV

It is w that is the most stable of them.